{"formula": "C2H9N3O", "method": "ωB97M-V with the def2-TZVPD basis set", "orbital_gap_ev": 9.95, "energy_ha": -320.9824, "de_lowest_kcal_mol": 93.7, "species": ["C", "C", "N", "N", "N", "O", "H", "H", "H", "H", "H", "H", "H", "H", "H"], "coordinates": [[0.630, 1.143, -0.835], [-0.435, 0.330, -0.114], [-0.933, 0.784, 0.944], [0.110, -2.033, 0.928], [0.333, 1.817, -2.099], [0.241, -1.684, 2.315], [1.460, 0.507, -0.878], [0.954, 2.032, -0.244], [-0.704, -0.585, -0.540], [-1.602, 0.143, 1.480], [-0.111, -0.783, 2.479], [0.997, -2.331, 0.657], [-0.682, -2.780, 0.988], [0.281, 1.148, -2.955], [-0.540, 2.291, -2.127]], "mulliken_charge": [-0.539, 0.123, -0.751, -0.408, -0.610, -0.402, 0.385, 0.276, 0.413, 0.279, 0.317, 0.199, 0.243, 0.235, 0.240]}